ORCA calculation (ωB97M-V with the def2-TZVPD basis set) on a structure of composition C22H31MoN4O2S2Si2.

The charge is +3.

Geometry (Å):
Mo (0.23956, -1.59886, -0.23667)
O (4.54525, 0.56328, -0.74868)
C (3.87453, 1.67723, -0.57131)
C (4.60400, 2.87097, -0.57944)
C (3.97092, 4.07717, -0.42754)
C (2.56727, 4.15451, -0.25122)
C (1.83424, 3.01431, -0.20745)
C (2.45086, 1.73510, -0.36455)
C (1.70693, 0.55749, -0.36782)
O (2.12539, -0.58934, -0.72190)
N (-0.47910, 0.03890, -1.09844)
N (-1.52757, -0.80810, -0.72951)
C (-2.80617, -0.52409, -0.68557)
S (-3.44700, 1.03653, -1.05924)
C (-5.16638, 0.62278, -0.61435)
C (-5.37984, -0.85556, -0.85280)
S (-3.92269, -1.75064, -0.21235)
H (3.99114, -0.22719, -0.78792)
H (5.67500, 2.80403, -0.71905)
H (4.55469, 4.98807, -0.45171)
H (2.09520, 5.12205, -0.15404)
H (0.76116, 3.05865, -0.09138)
H (-5.81781, 1.22464, -1.24704)
H (-5.31649, 0.90452, 0.42647)
H (-5.48028, -1.10488, -1.90759)
H (-6.25400, -1.22428, -0.31760)
C (-1.16407, -3.71683, 2.93971)
Si (0.50949, -3.24215, 2.26056)
C (2.06076, -3.65903, 3.19862)
C (0.62855, -3.97694, 0.43696)
N (0.42428, -1.55735, 1.65286)
C (0.14463, -0.34300, 2.27192)
C (0.03649, -0.14464, 3.64315)
C (-0.34150, 1.09582, 4.13098)
C (-0.63627, 2.14034, 3.26353)
C (-0.49601, 1.97574, 1.89353)
C (-0.08729, 0.74821, 1.40236)
N (0.29667, 0.45969, 0.03362)
Si (-0.29138, 0.69819, -3.24024)
C (-1.72051, -0.26892, -3.93204)
C (-0.45575, 2.53019, -2.98355)
C (1.37531, -0.05072, -3.61097)
H (-1.14903, -4.76039, 3.26339)
H (-1.94574, -3.61220, 2.18552)
H (-1.44809, -3.12223, 3.81008)
H (2.02992, -4.71897, 3.46565)
H (2.15512, -3.10090, 4.13183)
H (2.96323, -3.49046, 2.61029)
H (-0.07248, -4.80987, 0.37103)
H (1.62029, -4.38137, 0.23597)
H (0.37390, -3.35535, -0.48019)
H (0.24503, -0.96868, 4.31560)
H (-0.41992, 1.24577, 5.19953)
H (-0.96119, 3.09440, 3.65487)
H (-0.71817, 2.80334, 1.23358)
H (-2.67551, 0.23048, -3.77659)
H (-1.77854, -1.28784, -3.54537)
H (-1.57395, -0.34968, -5.01428)
H (-1.22059, 2.78731, -2.24939)
H (-0.76761, 2.98161, -3.93159)
H (0.48784, 2.99553, -2.69918)
H (1.52621, -1.01902, -3.13381)
H (2.20344, 0.60487, -3.33931)
H (1.44357, -0.22223, -4.68987)

---

ORCA calculation (ωB97M-V with the def2-TZVPD basis set) on a structure of composition C22H31N2O2.

The charge is +1. The energy above the lowest of the compared OMol25 structures with the same formula, charge and spin is 481.5 kcal per mole.

Geometry (Å):
C (4.34434, 4.13916, 0.18264)
H (5.15379, 4.95438, 0.12393)
H (3.87066, 4.24728, 0.98882)
H (3.67503, 4.26034, -0.76863)
C (5.07132, 2.63745, -0.20472)
C (4.02848, 1.57744, -0.14558)
C (4.00007, 0.75136, -1.17698)
C (3.19690, -0.16478, -1.61168)
C (2.26770, -0.44374, -0.56974)
C (2.33456, 0.25316, 0.66982)
C (3.11342, 1.55892, 0.82763)
H (3.03977, 2.04849, 1.60771)
H (1.61908, -0.11187, 1.35930)
O (1.42473, -1.44179, -0.58673)
C (1.88518, -2.80353, -0.30376)
H (2.17068, -2.75114, 0.98999)
H (2.77951, -3.26431, -0.74405)
C (0.71770, -3.87091, -0.20237)
O (1.26785, -4.97855, 0.07418)
H (1.81998, -5.39100, -0.32249)
C (-0.45586, -3.45002, 0.56266)
N (-1.08581, -2.01596, 0.50728)
C (-1.97000, -2.02092, -0.68552)
H (-1.59622, -2.58293, -1.43608)
C (-2.37430, -0.53471, -1.34295)
N (-2.84979, -0.06841, 0.06512)
C (-3.85216, 0.77994, -0.05916)
C (-3.97582, 1.84601, -1.26907)
C (-5.05593, 2.63811, -1.21893)
C (-5.75655, 2.92737, -0.18040)
C (-5.63043, 2.36574, 0.87719)
C (-4.72158, 1.23309, 0.89827)
H (-4.56818, 0.73321, 1.96088)
H (-6.29834, 2.34170, 1.75135)
H (-6.57102, 3.67370, -0.32454)
H (-5.04021, 3.42651, -2.21583)
H (-3.35083, 1.49452, -2.25954)
C (-1.95873, 0.00590, 1.40034)
C (-1.56130, -1.38678, 1.54763)
H (-0.91698, -1.27346, 2.42573)
H (-2.33483, -2.07158, 2.02963)
H (-2.52573, 0.56914, 2.23397)
H (-1.15782, 0.50621, 0.84585)
H (-3.17991, -0.88678, -1.85571)
H (-1.59574, -0.10253, -1.56111)
H (-2.68338, -2.75581, -0.41221)
H (-0.05837, -1.65882, 0.04866)
H (-1.05269, -4.35732, 0.61912)
H (0.00697, -3.36886, 1.57023)
H (0.27537, -3.77304, -1.27876)
H (3.25187, -0.74052, -2.43181)
H (4.81195, 1.14163, -2.18874)
C (6.17388, 2.64622, 1.03436)
H (6.58220, 1.55740, 1.12238)
H (6.83555, 3.31785, 1.30175)
H (5.47781, 2.66126, 2.28011)
H (5.62843, 2.80693, -1.03131)

---

no.,LUMO (eV),E_HOMO (Ha),frontier orbital gap (eV)
1,-10.14,-0.6288,6.968
2,-2.24,-0.3823,8.167